44
Properties=species:S:1:pos:R:3:mulliken_charge:R:1 method="wB97M-V/def2-TZVPD" gap_ev=9.11 charge=+1 e_tot_ha=-919.07173 lumo_ha=-0.104 largest_force_ev_per_a=2.99 e_above_lowest_kcal_mol=62.3
C 0.85765 -2.47574 -0.13114 -1.1463
C 0.22403 -2.26377 -1.50536 -0.3111
C 0.33062 -0.82577 -1.98221 -0.9353
C -0.95410 -0.07474 -1.52764 0.6600
C -2.14032 -0.49987 -2.01804 -0.9802
N -3.33061 0.35646 -1.88447 -0.2202
N -0.70305 1.06733 -0.80630 -0.3143
H 0.56527 -1.74315 0.63639 0.2566
H 1.94766 -2.32912 -0.21947 0.2392
H 0.66205 -3.43619 0.37920 0.3636
H 0.81132 -2.76170 -2.35260 0.2987
H -0.75550 -2.71385 -1.61009 0.3937
H 0.21216 -0.72783 -3.07902 0.2946
H 1.27120 -0.32695 -1.74590 0.5327
H -2.28184 -1.49998 -2.41369 0.3619
H -4.13853 -0.03334 -2.36921 0.3540
H -3.67729 0.34094 -0.87754 0.3420
H -3.18952 1.36905 -2.05609 0.4724
H -1.37721 1.60219 -0.29019 0.1204
H 0.29391 1.23763 -0.70529 0.2520
H 1.12823 -0.93868 4.69465 0.3397
H 0.58222 -2.30073 4.37717 0.2888
O 0.29580 -1.38663 4.47655 -0.6360
H 4.19137 -1.08270 1.29352 0.3279
H 4.99272 -1.14284 2.69461 0.3268
O 4.50550 -0.60822 2.06715 -0.6500
H 4.47535 0.37892 -1.19955 0.3206
H 5.36583 -0.78431 -1.69143 0.3060
O 4.44651 -0.49972 -1.61663 -0.6238
H 0.30768 2.34793 -3.94391 0.3104
H 1.54183 3.16489 -4.48132 0.3220
O 0.60822 2.97834 -4.60132 -0.6369
H 3.67382 0.56223 3.94423 0.3309
H 2.77388 1.63486 4.56755 0.3112
O 3.07274 0.72767 4.67444 -0.6336
H -4.40849 1.20156 1.50521 0.2943
H -2.86013 0.70152 1.67533 0.3309
O -3.52055 1.16419 1.14653 -0.6194
H -1.98986 0.20338 3.80321 0.2776
H -0.50352 0.05640 3.50202 0.3262
O -1.35449 0.20439 3.07975 -0.6345
H -4.38056 2.45876 -0.91042 0.3001
H -3.65601 3.69414 -0.93451 0.3539
O -3.91602 3.00303 -1.56417 -0.6677

---

45
Properties=species:S:1:pos:R:3:mulliken_charge:R:1 method="wB97M-V/def2-TZVPD" gap_ev=9.92 charge=0 smiles="CCC(=O)N(C)C.O.O.O.O.O.O.O.O.O" e_tot_ha=-1014.92829 lumo_ha=0.004 largest_force_ev_per_a=8.13 e_above_lowest_kcal_mol=139.1
C -0.36364 -0.65072 -0.27029 1.0962
C 0.08297 -0.86199 -1.73882 -1.1032
C 0.64319 0.10121 0.58485 0.2064
N 0.38016 1.38027 1.19611 0.3338
C -0.94803 1.97614 0.81469 -0.8697
C 0.87641 1.72089 2.45410 -1.1805
O 1.80424 -0.33446 0.73269 -0.6027
H -1.27962 -0.07662 -0.35763 -0.8584
H -0.62259 -1.61947 0.15160 0.4137
H 0.88652 -0.19988 -2.14899 0.0463
H -0.83484 -0.72029 -2.44760 0.3267
H 0.36162 -2.00007 -1.88357 0.3099
H -1.03740 2.99702 1.44620 0.3526
H -1.80604 1.30477 0.95522 0.2206
H -0.91715 2.36662 -0.21433 0.2615
H 0.21967 1.82359 3.27238 0.3336
H 1.32690 2.70522 2.26585 0.4308
H 1.67379 0.95011 2.65642 0.3691
H 2.59066 1.69632 -1.39862 0.3447
H 3.61910 1.21023 -0.21805 0.3396
O 3.66200 1.44142 -1.14487 -0.7092
H -1.53506 -2.16186 3.19855 0.3401
H -0.66503 -1.33005 2.54399 0.2874
O -1.60046 -1.28264 2.73799 -0.6763
H -3.18062 2.62853 -2.73335 0.2937
H -2.93964 1.20599 -2.89098 0.3248
O -3.03266 1.93975 -3.38783 -0.6192
H 0.40358 -3.61266 1.71752 0.3273
H 0.59266 -3.69378 3.18906 0.3811
O -0.22109 -3.71513 2.49384 -0.7210
H 4.72961 -0.21415 -1.61864 0.2971
H 3.45944 -0.41168 -2.27187 0.3690
O 4.34125 -0.85132 -2.05508 -0.6340
H -4.43573 0.87488 -0.87404 0.3050
H -3.41935 -0.09249 -0.17305 0.3106
O -3.68176 0.33215 -1.14490 -0.6252
H -4.39098 -1.28027 1.26945 0.3381
H -3.13508 -0.77139 1.96820 0.4206
O -3.95250 -0.44167 1.48911 -0.7120
H 1.74078 1.37053 -4.01701 0.2213
H 0.88716 2.44707 -3.15681 0.2676
O 1.38409 1.69126 -3.29666 -0.4965
H 3.47587 -2.67663 0.63466 0.2655
H 2.15805 -2.14563 0.69266 0.3501
O 2.69954 -3.01911 0.97784 -0.6769

---

47
Properties=species:S:1:pos:R:3:mulliken_charge:R:1 method="wB97M-V/def2-TZVPD" gap_ev=9.81 charge=0 smiles="C[C@H](CC=O)NC=O.O.O.O.O.O.O.O.O.O.O" e_tot_ha=-1165.51105 lumo_ha=0.003 largest_force_ev_per_a=2.92 e_above_lowest_kcal_mol=74.0
O -1.44381 -0.19006 -3.41884 -0.5859
C -1.63096 -0.97646 -2.50816 -0.0021
N -1.14319 -0.68406 -1.27120 -0.0879
C -1.26137 -1.41424 -0.00826 0.4538
C -2.78712 -1.42730 0.34516 -1.0042
C -3.07250 -1.54077 1.82534 -0.1398
O -4.19337 -1.65898 2.24554 -0.4914
C -0.77629 -2.89206 -0.04107 -1.2919
H -2.12991 -1.94643 -2.61061 0.3788
H -0.64655 0.18749 -1.14123 0.3256
H -0.81738 -0.83966 0.79529 0.2287
H -3.37764 -0.63201 -0.12231 0.4898
H -3.24958 -2.22697 -0.24711 0.4410
H -2.20396 -1.38730 2.48955 0.4082
H -0.45408 -3.33342 -0.98003 0.3195
H 0.10316 -2.89140 0.61692 0.3271
H -1.57312 -3.46149 0.42643 0.3979
H -1.98500 3.63083 0.13513 0.3444
H -1.66523 5.07762 0.73494 0.2670
O -1.34948 4.18046 0.60850 -0.6403
H 4.08950 -2.04120 -1.25141 0.2433
H 2.71583 -2.67089 -0.79848 0.2815
O 3.41009 -2.04607 -0.57230 -0.5714
H 2.28963 -2.35629 1.34006 0.3587
H 1.13467 -1.34752 1.33632 0.3422
O 1.59558 -1.98846 1.89751 -0.7601
H 0.82734 -0.73539 -2.08652 0.2110
H 1.64204 -0.52748 -3.29998 0.2983
O 1.65540 -1.04694 -2.48497 -0.5628
H 2.27019 0.51719 0.49464 0.2604
H 1.93971 -0.59745 -0.37504 -0.0120
O 1.48600 0.15327 0.05353 -0.1967
H 2.78441 3.11919 -2.58554 0.2877
H 1.97394 2.04793 -1.87364 0.2983
O 2.83417 2.21364 -2.26931 -0.6313
H 2.11026 3.49919 0.50638 0.2747
H 0.78738 3.76162 0.13842 0.2310
O 1.45012 3.06955 -0.05890 -0.4822
H -4.24791 2.18078 0.50323 0.3204
H -3.04856 2.46124 1.39831 0.3357
O -3.80459 2.89298 0.97730 -0.6655
H 3.73742 -0.94277 1.66541 0.2919
H 3.36991 -0.98798 3.19143 0.3354
O 3.95349 -0.60760 2.53394 -0.6521
H 0.05448 1.82423 0.70656 0.3636
H -0.76008 2.76182 1.61265 0.3227
O -0.59302 1.81960 1.42642 -0.6613

---

44
Properties=species:S:1:pos:R:3:mulliken_charge:R:1 method="wB97M-V/def2-TZVPD" gap_ev=9.13 charge=0 smiles="C=CCCNC.O.O.O.O.O.O.O.O.O" e_tot_ha=-939.59384 lumo_ha=-0.008 largest_force_ev_per_a=7.42 e_above_lowest_kcal_mol=161.9
C 3.47125 1.13393 -1.72976 -1.0031
N 2.87707 -0.20547 -1.35227 -0.2517
C 2.16391 -0.96515 -2.34560 -0.7816
C 0.66782 -0.68029 -2.31081 0.5847
C -0.23427 -1.50987 -3.23306 -0.1053
C -1.50211 -1.14638 -3.56037 -0.9883
H 4.03004 1.61300 -0.90788 0.3910
H 2.82541 1.90740 -2.07860 0.3318
H 4.43887 1.21555 -2.43840 0.2757
H 2.30895 -0.04520 -0.51922 0.3554
H 2.43487 -2.10614 -2.36032 0.2729
H 2.54103 -0.59851 -3.43650 0.2940
H 0.37999 0.36764 -2.54591 -0.2942
H 0.50825 -1.04701 -1.25107 0.1078
H 0.48827 -2.23091 -3.64457 0.3007
H -1.94810 -0.23146 -3.04824 0.1439
H -2.06198 -1.32518 -4.37526 0.3882
H -0.91930 -0.89120 4.09699 0.4263
H -1.96633 0.21095 4.32150 0.2075
O -1.11399 -0.03416 4.57219 -0.5687
H -3.00913 -2.79785 0.94053 0.2659
H -1.60103 -3.05773 1.59723 0.3451
O -2.17532 -2.50955 0.92419 -0.6308
H -3.40892 3.60038 1.73602 0.2559
H -2.10573 3.35770 1.39834 0.2922
O -2.64158 3.98531 1.83132 -0.5725
H 2.23968 -2.85362 0.96041 0.3274
H 1.15972 -2.96594 -0.14774 0.2823
O 1.26338 -3.01166 0.82872 -0.6086
H -0.23381 1.57321 -0.65584 0.2859
H 1.15524 2.22901 -0.74685 0.3142
O 0.43218 1.99251 -0.05600 -0.6332
H -0.39581 1.82282 -3.98645 0.3337
H -1.38626 2.17484 -2.72227 0.3135
O -0.55993 2.39699 -3.16402 -0.6300
H 0.65887 0.66671 4.12557 0.2975
H 0.62685 2.05353 4.16340 0.3231
O 1.22947 1.30994 4.54940 -0.6169
H 0.80342 -2.31468 2.87073 0.2823
H -0.73311 -2.00583 2.27268 0.3596
O -0.09901 -2.06290 3.08867 -0.6991
H -3.20273 0.83744 3.52569 0.2807
H -3.85667 0.67014 2.09573 0.3419
O -3.54942 1.47770 2.71769 -0.5972